{
  "formula": "C14H26N3O5S",
  "method": "ωB97M-V/def2-TZVPD",
  "total_charge": 1,
  "de_lowest_kcal_mol": 123.8,
  "fmax_ev_per_a": 6.56,
  "homo_lumo_gap_ev": 9.3,
  "total_energy_ev": -40469.31564,
  "lumo_ev": -2.93,
  "elements": ["C", "C", "H", "O", "H", "H", "C", "H", "H", "S", "C", "N", "H", "C", "H", "H", "H", "H", "H", "H", "H", "C", "H", "H", "C", "H", "H", "C", "O", "O", "H", "H", "H", "C", "H", "H", "H", "C", "H", "C", "H", "N", "N", "C", "C", "H", "O", "C", "O"],
  "coordinates": [[4.7206, -0.1367, 0.6944], [-2.3899, 1.7745, -3.3346], [1.8226, -0.4128, -0.2257], [0.3531, 0.6033, 2.4832], [-2.5792, 0.8021, -1.3261], [1.2780, 1.2888, 0.3738], [2.0000, 0.3711, 0.6235], [-5.7985, -0.0466, 0.4033], [-3.8068, 3.7305, -5.4803], [-0.9206, -0.4069, 2.9966], [-4.5902, 1.8040, -3.6493], [-3.4112, 2.1379, -4.1939], [4.4746, -1.1822, 0.2013], [1.6191, -0.1231, 2.1345], [-1.3677, 1.9635, -3.6160], [5.9652, 0.6922, 3.8104], [-6.0254, 0.0811, -2.0768], [3.9108, -2.8434, 2.0752], [-2.1985, 2.9871, -5.6867], [4.3260, -0.5314, 3.0155], [0.7596, -3.7580, 1.4270], [-5.4237, 0.8206, -1.5365], [-5.5661, 1.9553, -4.0975], [-6.0572, 1.6927, -1.3397], [-3.2551, 2.7867, -5.4888], [3.6513, 1.9475, 1.1372], [5.6781, 0.2731, 0.1155], [1.5425, -2.8592, 1.3500], [6.0142, 0.7628, 2.7943], [-2.0567, -0.2814, 1.9134], [-4.3416, -0.6653, -0.3924], [3.6298, 1.3551, -0.6522], [5.8678, -1.3248, 2.2759], [-2.9780, 1.2175, -2.2355], [2.3814, 0.4392, 2.8421], [-4.3385, 0.9528, 0.3340], [1.5149, -2.5211, 0.2248], [5.1943, -0.3474, 2.2533], [1.9023, -1.9537, 3.3638], [1.2184, -1.6782, 2.4383], [2.2441, -5.3500, 1.5645], [-4.3504, 1.2613, -2.4426], [3.1633, -4.9336, 1.8314], [3.0021, -3.5510, 1.7772], [-4.9456, 0.2318, -0.2233], [-3.6533, 2.1293, -6.2659], [-0.1423, -1.9416, 2.9504], [3.5386, 0.9786, 0.4756], [-1.5760, -0.1922, 4.3830]],
  "atomic_forces_ev_per_a": [[0.949, 1.030, 0.282], [-0.674, -0.009, -0.026], [0.312, 1.238, 1.830], [-1.482, -2.288, 1.033], [0.134, 0.056, -0.043], [1.434, -2.073, 0.715], [0.131, 1.002, -0.624], [0.115, 0.106, -0.246], [0.154, -0.148, -0.078], [-6.282, 0.677, 0.128], [0.894, -0.055, 0.602], [-0.295, -0.332, 0.474], [0.255, 2.149, 1.133], [-0.777, 1.455, -0.601], [-0.004, -0.107, 0.216], [0.139, 0.119, -2.486], [0.127, 0.173, 0.024], [-2.010, -1.700, -0.710], [-0.258, -0.107, 0.155], [1.242, 0.252, -1.650], [1.546, 2.262, 0.104], [-0.805, -0.181, 0.318], [0.256, -0.008, 0.137], [0.130, -0.128, -0.107], [-0.122, 0.161, -0.411], [-0.028, -2.161, -1.087], [-1.976, -0.946, 1.332], [0.644, -0.838, 0.081], [-1.398, -1.209, 1.087], [4.992, -0.729, 3.266], [-0.098, 0.087, 0.107], [-0.285, -0.812, 2.430], [-1.384, 1.866, -0.109], [-0.511, 0.194, -0.242], [-1.352, -2.014, -1.168], [-0.112, -0.149, 0.016], [0.273, -0.472, 2.291], [0.471, -1.265, 0.259], [-1.353, 0.503, -1.789], [2.935, -2.395, 1.187], [0.716, 0.325, 0.161], [0.433, 0.206, -0.777], [-1.144, 6.453, -0.315], [-0.277, -3.888, -0.247], [0.550, 0.036, -0.042], [0.126, 0.170, 0.061], [0.198, 4.473, -0.954], [-0.446, -0.304, -0.859], [3.915, -0.677, -4.860]],
  "mulliken_charge": [-0.431, -0.554, 0.259, -0.427, 0.667, 0.258, -0.611, 0.414, 0.343, 0.918, -0.213, 0.125, 0.260, 0.530, 0.432, 0.347, 0.347, 0.203, 0.287, 0.216, 0.398, -0.138, 0.417, 0.343, -0.800, 0.309, 0.342, -0.589, -0.539, -0.452, 0.370, 0.310, 0.268, -0.468, 0.345, 0.393, 0.195, -0.353, 0.212, 0.004, 0.279, 0.202, -0.627, 0.086, -1.508, 0.341, -0.421, -0.757, -0.534]
}

{
  "formula": "C14H26N3O9",
  "method": "ωB97M-V/def2-TZVPD",
  "total_charge": 1,
  "de_lowest_kcal_mol": 0.0,
  "fmax_ev_per_a": 0.79,
  "homo_lumo_gap_ev": 10.0,
  "total_energy_ev": -37832.91758,
  "smiles": "C[C@H]1O[C@@H](O[C@H]2[C@@H](O)[C@@H](O)[C@H](O)[C@H](O)[C@@H]2O)[C@@H](N)C[C@H]1NC(=[NH2+])C(=O)O",
  "lumo_ev": -2.82,
  "elements": ["C", "H", "C", "C", "C", "H", "H", "H", "O", "H", "H", "H", "C", "H", "H", "H", "H", "C", "O", "C", "H", "H", "C", "O", "H", "C", "O", "H", "N", "C", "H", "H", "H", "O", "O", "H", "H", "C", "C", "H", "O", "O", "N", "H", "H", "H", "H", "N", "C", "H", "O", "C"],
  "coordinates": [[0.1772, -0.7748, 3.1387], [2.0738, -0.1594, -3.5430], [-2.4917, -1.8673, -0.8943], [-0.2969, 1.3805, -3.3173], [1.9074, -0.8642, 0.7339], [0.5607, 0.0989, 3.6823], [1.7167, 2.0650, -2.9254], [-0.6207, -1.6659, 4.6624], [-3.5394, -1.2626, -0.3551], [3.5344, 0.1463, 0.5068], [-2.8555, 0.5041, -1.2345], [-2.1678, 1.8561, 0.3661], [1.3067, -1.8081, 3.0074], [-2.3657, 1.8353, -3.0724], [-0.2740, 2.2614, -3.9600], [2.3686, -2.8050, 4.3255], [3.1946, -2.0603, 1.9811], [0.8141, 1.6459, -1.0427], [-2.2608, -3.0401, -0.8456], [1.0327, 1.2993, -2.5364], [-1.4275, 3.6315, -2.0106], [-1.0812, 0.4535, 1.9093], [-1.3096, 2.7040, -1.4343], [0.2665, 0.5396, -0.3688], [3.1326, -0.2873, 3.6320], [-0.3363, -0.3434, 1.7602], [3.0332, -0.1308, 2.6827], [-2.1517, 3.6125, 0.3080], [1.6001, -0.0411, -2.6540], [-2.3149, 2.7156, -0.2827], [0.8975, -2.7270, 2.5650], [1.7739, 1.9336, -0.5954], [-1.4125, -1.9203, 1.8196], [1.7820, -2.0401, 4.3153], [-0.9247, -1.3369, 3.8074], [-4.0958, -1.8894, 0.1375], [2.2611, -0.2231, -1.8991], [-1.5832, -0.9117, -1.6696], [-1.5292, 1.5320, -2.4280], [1.2264, 1.0862, 1.3835], [0.0159, 2.7760, -0.9125], [-0.9530, -1.4357, 1.1150], [-2.0083, 0.3256, -1.7651], [-0.4497, -2.4602, -1.9716], [1.4832, -1.7280, 0.2138], [0.3667, -0.9294, -2.4555], [-0.4036, 0.5080, -3.9610], [-0.5372, -1.4747, -2.2000], [2.4333, -1.2715, 2.1135], [-3.3338, 2.7335, -0.6614], [2.9622, -0.3862, -0.0647], [0.8035, 0.2002, 0.8943]],
  "atomic_forces_ev_per_a": [[0.491, -0.063, -0.308], [0.031, 0.022, 0.038], [0.094, -0.659, -0.095], [-0.008, 0.017, 0.169], [-0.398, 0.082, 0.575], [-0.038, -0.050, -0.117], [-0.123, -0.146, 0.110], [-0.055, -0.045, -0.025], [-0.349, 0.421, 0.128], [0.046, -0.005, -0.096], [0.160, -0.221, -0.080], [-0.025, -0.101, 0.060], [-0.098, 0.351, -0.588], [0.158, -0.016, 0.126], [-0.087, -0.064, -0.005], [-0.083, -0.039, 0.023], [-0.170, 0.085, -0.028], [0.580, 0.149, -0.125], [-0.025, 0.149, -0.076], [-0.247, 0.275, 0.279], [-0.060, -0.244, -0.025], [0.165, -0.046, 0.001], [-0.414, -0.098, 0.007], [0.167, 0.102, -0.152], [0.083, 0.007, -0.065], [0.223, 0.627, 0.419], [0.037, 0.286, 0.080], [-0.056, 0.051, 0.055], [0.462, 0.020, -0.039], [0.459, 0.143, -0.256], [0.045, 0.115, 0.040], [-0.168, -0.146, -0.035], [-0.022, -0.044, -0.116], [0.121, 0.041, 0.309], [-0.248, -0.084, 0.160], [0.203, -0.050, -0.177], [0.128, 0.068, -0.106], [-0.287, -0.352, -0.176], [0.266, 0.621, -0.345], [-0.072, -0.059, -0.019], [0.061, -0.003, 0.028], [0.070, -0.241, 0.022], [-0.484, -0.054, 0.295], [-0.127, 0.071, -0.008], [0.025, 0.021, 0.133], [-0.109, -0.084, -0.119], [0.004, 0.057, -0.124], [-0.269, -0.060, 0.246], [-0.258, -0.628, -0.150], [-0.195, 0.006, -0.014], [0.358, 0.246, -0.119], [0.039, -0.431, 0.287]],
  "mulliken_charge": [-0.305, 0.268, 0.795, -1.418, -0.335, 0.444, 0.560, 0.427, -0.520, 0.441, 0.326, 0.293, -0.335, 0.536, 0.461, 0.392, 0.495, -0.420, -0.565, -0.146, 0.484, -0.084, 0.257, 0.294, 0.439, -0.016, -0.621, 0.399, -0.532, -1.591, 0.353, 0.550, 0.491, -0.591, -0.571, 0.440, 0.200, 0.107, -0.482, 0.452, -0.454, -0.409, -0.013, 0.331, 0.344, 0.311, 0.486, -0.239, 0.081, 0.388, -0.685, -0.509]
}